Computed, not measured: a cluster of 8 separate species, C18H52N2O8 in total at a distorted geometry, with ωB97M-V/def2-TZVPD.

Geometry as XYZ:
```
80
Properties=species:S:1:pos:R:3:lowdin_charge:R:1
N -1.10762 -1.22563 -0.66318 0.19
C 0.12762 -0.66206 -0.49693 -0.62
N 0.06778 0.56376 0.08470 0.18
O 1.18826 -1.25517 -0.70650 0.00
H -1.86382 -0.74078 -0.21234 0.07
H -1.12694 -2.23008 -0.84277 0.07
H 0.91956 1.05755 -0.13150 0.06
H -0.81130 0.89324 0.46744 0.05
C 1.01755 -4.36725 1.25948 -0.06
C 2.41591 -4.14090 0.71845 -0.53
C 3.27306 -5.40319 0.79731 -0.06
O 2.39256 -3.64724 -0.59385 -0.06
H 0.42182 -5.00449 0.60104 0.07
H 0.48421 -3.42732 1.41549 0.07
H 1.11160 -4.85625 2.23282 0.08
H 2.83932 -3.39669 1.40647 0.12
H 4.27957 -5.20465 0.41710 0.07
H 2.95512 -6.15505 0.07196 0.08
H 3.37652 -5.71045 1.83618 0.08
H 2.03203 -2.73674 -0.54031 0.02
C 0.44941 3.66501 -3.82415 -0.06
C 0.25166 3.25442 -2.37083 -0.50
C 1.58034 2.99286 -1.72657 -0.07
O -0.42906 4.30901 -1.71291 -0.05
H 1.34388 4.29203 -3.87783 0.08
H -0.35750 4.23341 -4.28766 0.08
H 0.71962 2.85165 -4.50353 0.08
H -0.38336 2.36482 -2.26413 0.11
H 1.99510 2.11225 -2.21961 0.10
H 1.48170 2.82150 -0.65442 0.05
H 2.29748 3.81368 -1.77719 0.10
H -1.26986 4.41255 -2.16745 0.08
C 3.45388 -0.58778 1.41871 -0.06
C 4.54177 0.48722 1.25056 -0.49
C 4.02670 1.54367 0.30972 -0.06
O 4.82601 0.93992 2.55688 -0.04
H 3.74076 -1.23619 2.24915 0.08
H 3.30425 -1.14188 0.49647 0.06
H 2.51586 -0.15679 1.77637 0.08
H 5.42832 0.02898 0.80059 0.14
H 4.77565 2.32467 0.14955 0.08
H 3.14666 2.02975 0.73376 0.06
H 3.83649 1.10981 -0.67160 0.08
H 5.75632 0.96235 2.78249 0.09
C -4.34038 0.36964 -1.94967 -0.07
C -3.72291 1.76607 -1.93270 -0.29
O -4.22851 2.44671 -0.78857 -0.09
H -3.88572 -0.24818 -2.72033 0.07
H -5.42430 0.38246 -2.05118 0.08
H -4.09669 -0.07613 -0.98353 0.06
H -3.97488 2.32893 -2.83585 0.11
H -2.63223 1.74296 -1.93678 0.10
H -4.93274 3.06966 -0.96977 0.10
C -2.16825 -0.25904 2.81201 -0.08
C -3.19378 0.68002 2.21037 -0.28
O -2.53801 1.25813 1.06761 -0.13
H -1.21611 0.23163 3.01527 0.07
H -1.99731 -1.09417 2.12878 0.06
H -2.44388 -0.71002 3.76700 0.08
H -3.37090 1.42312 2.99392 0.10
H -4.14487 0.23867 1.91284 0.12
H -3.21580 1.74274 0.55841 0.05
C -2.68116 -3.59809 -2.88372 -0.08
C -1.80575 -4.49874 -2.00622 -0.28
O -1.91093 -3.92721 -0.70130 -0.13
H -2.14793 -2.65802 -3.03289 0.06
H -3.66604 -3.40222 -2.46943 0.07
H -2.79552 -3.99957 -3.89323 0.07
H -0.77326 -4.60257 -2.34562 0.12
H -2.26712 -5.48231 -1.86561 0.11
H -1.62861 -4.57497 -0.04862 0.07
C -0.73281 3.52746 3.37644 -0.08
C 0.23032 3.66785 2.19785 -0.26
O 1.57328 3.87634 2.72340 -0.10
H -1.12905 4.50425 3.66975 0.07
H -0.40506 3.12290 4.33471 0.08
H -1.59856 2.90693 3.13107 0.04
H -0.04952 4.39492 1.44210 0.11
H 0.29679 2.65878 1.78427 0.08
H 1.99330 3.01347 2.70179 0.06
```

Output
Lowest unoccupied orbital energy, eV: 0.24
Energy relative to the best compared isomer or geometry (same formula, charge and spin), kJ/mol: 100.0
Orbital gap, eV: 9.4282
Total charge: 0
Electronic energy, eV: -38868.984

***

Computed, not measured: a cluster of 8 separate species, C18H52N2O8 in total at a distorted geometry, with ωB97M-V/def2-TZVPD.

Geometry as XYZ:
```
80
Properties=species:S:1:pos:R:3:lowdin_charge:R:1
N -0.07981 0.05499 3.34133 0.14
C -0.53381 -1.08201 3.86233 -0.60
N 0.37019 -1.98801 3.94133 0.16
O -1.86081 -1.32701 4.24333 -0.14
H -0.74981 0.84099 3.18533 0.09
H 0.91919 0.14199 3.13933 0.14
H 0.01719 -2.91801 4.24733 0.14
H 1.09619 -2.10401 3.20233 0.09
C -3.28581 2.71499 -1.10867 -0.02
C -2.18381 2.59899 -2.20967 -0.67
C -2.90181 2.44899 -3.59267 -0.03
O -1.46481 3.55899 -2.24167 0.06
H -2.77781 2.64299 -0.12267 0.05
H -3.98081 1.85499 -1.23867 0.08
H -3.91781 3.54699 -1.21567 0.06
H -1.61181 1.70399 -2.03767 0.11
H -3.53581 3.31999 -3.78767 0.08
H -3.61281 1.61899 -3.49967 0.07
H -2.21281 2.32799 -4.40767 0.07
H -0.78281 3.32599 -1.62067 0.07
C 2.13319 3.35599 -0.05967 -0.03
C 0.75419 2.81099 0.31133 -0.65
C -0.11681 3.96799 0.55433 -0.06
O 0.35319 1.96799 -0.51067 0.03
H 2.92519 2.63799 0.01833 0.02
H 2.42919 4.18599 0.60733 0.09
H 2.36319 3.68799 -1.14967 0.13
H 0.85319 2.30599 1.24933 0.13
H -1.19981 3.78399 0.53633 0.08
H -0.00281 4.72999 -0.18967 0.08
H 0.16219 4.48699 1.44333 0.08
H 0.07519 1.20099 -0.03667 0.06
C 2.76019 -0.34901 -0.87367 -0.02
C 4.17119 -0.61301 -0.39167 -0.58
C 4.87619 0.73399 -0.09867 -0.04
O 4.26319 -1.25001 0.72333 -0.04
H 2.82519 0.51899 -1.61067 0.12
H 2.26919 0.23499 -0.10367 0.06
H 2.12619 -1.15001 -1.21867 0.07
H 4.64219 -1.29001 -1.12567 0.15
H 4.34819 1.32399 0.66333 0.08
H 5.02519 1.41099 -0.92667 0.08
H 5.82919 0.55499 0.33133 0.06
H 5.21819 -1.26301 1.00833 0.15
C -0.70281 -3.09301 -1.87567 -0.05
C -1.51281 -2.72101 -3.07867 -0.63
C -2.02681 -1.23601 -3.10767 -0.03
O -0.86281 -2.93901 -4.12967 0.02
H -0.71281 -4.18201 -1.86367 0.09
H -1.28581 -2.97101 -0.96467 0.08
H 0.23019 -2.65901 -1.80667 0.04
H -2.34981 -3.46101 -3.08567 0.16
H -2.45381 -0.93401 -4.04967 0.07
H -1.16881 -0.55101 -2.77267 0.10
H -2.82781 -1.12401 -2.41167 0.05
H -0.15981 -2.25301 -4.11667 0.14
C 2.12519 -4.12401 -0.10267 -0.02
C 1.21319 -3.23501 0.72033 -0.69
C 0.02219 -4.00401 1.19133 -0.03
O 1.82319 -2.75301 1.67733 0.00
H 1.52519 -4.40301 -1.02767 0.09
H 2.40519 -4.98601 0.51433 0.09
H 3.02219 -3.58401 -0.50467 0.08
H 0.76719 -2.42101 0.10033 0.10
H 0.22919 -4.64801 2.00833 0.08
H -0.32381 -4.71401 0.45533 0.08
H -0.74781 -3.30101 1.46633 0.08
H 2.52519 -2.13601 1.45633 0.10
C -2.92281 2.03499 3.32433 -0.14
O -1.63281 2.31899 2.84233 -0.17
H -2.80881 1.79199 4.34533 0.07
H -3.51381 1.22699 2.82833 0.10
H -3.49181 2.96499 3.17233 0.09
H -1.30981 3.18199 3.18933 0.12
C -1.80881 -0.40001 0.54033 -0.13
O -0.44981 -0.34501 0.77633 -0.13
H -2.23681 -1.30801 0.95033 0.09
H -1.97081 -0.56301 -0.51167 0.05
H -2.27181 0.56699 0.89733 0.09
H -0.32781 -0.30601 1.72333 0.00
```

Output
Lowest unoccupied orbital energy, eV: 0.24
Energy relative to the best compared isomer or geometry (same formula, charge and spin), kJ/mol: 700.1
Orbital gap, eV: 9.3954
Total charge: 0
Electronic energy, eV: -38862.764

***

Computed, not measured: a cluster of 8 separate species, C18H52N3O15 in total at a distorted geometry, with ωB97M-V/def2-TZVPD.

Geometry as XYZ:
```
88
Properties=species:S:1:pos:R:3:lowdin_charge:R:1
N -0.33293 0.12597 0.40646 -0.57
O -0.90850 -0.54293 1.25074 0.00
O 0.29818 1.13221 0.70109 -0.01
O -0.35921 -0.26367 -0.75835 -0.03
C -3.91615 -2.01589 -0.18158 -0.17
C -2.97299 -3.22089 -0.20379 -0.23
O -1.75236 -2.72951 -0.68097 -0.11
O -5.37306 -2.34046 0.04789 -0.09
H -3.82878 -1.54143 -1.15900 0.11
H -3.52898 -1.14812 0.35246 0.11
H -3.42469 -3.98245 -0.83946 0.12
H -2.73278 -3.61189 0.78490 0.12
H -1.35754 -2.17740 -0.00208 0.03
H -5.81426 -2.54323 -0.78025 0.06
C -1.80610 -1.30920 -4.27231 -0.22
C -1.50486 0.22662 -3.95539 -0.28
O -2.04263 0.60506 -2.76143 -0.07
O -1.12266 -2.35737 -3.56513 -0.08
H -1.72579 -1.60018 -5.31968 0.10
H -2.88070 -1.39922 -4.11341 0.10
H -1.95947 0.80831 -4.75732 0.11
H -0.43712 0.40240 -4.08627 0.12
H -1.42048 0.36692 -2.07019 0.02
H -1.30096 -2.22481 -2.63119 0.03
C -3.22414 2.04161 3.07472 -0.19
C -3.57220 2.16316 1.57968 -0.24
O -4.70128 1.33416 1.20038 -0.06
O -2.61920 0.73312 3.34540 -0.09
H -4.19252 2.12242 3.56849 0.11
H -2.51090 2.75256 3.49179 0.10
H -2.69423 2.01852 0.95013 0.09
H -3.86118 3.20229 1.42215 0.11
H -4.81388 1.41540 0.25048 0.08
H -1.82196 0.57563 2.83432 0.04
C 3.85656 3.82301 1.01242 -0.24
C 2.37921 3.71976 1.41614 -0.26
O 2.16164 2.56010 2.19826 -0.06
O 4.12184 2.97596 -0.09224 -0.07
H 4.46308 3.66335 1.90391 0.11
H 3.98938 4.85368 0.68354 0.11
H 1.78055 3.63289 0.50941 0.09
H 2.15665 4.67026 1.90102 0.10
H 1.55142 1.96292 1.75939 0.02
H 4.20354 2.05252 0.15716 0.01
C 3.34339 -0.92705 -1.05879 -0.20
C 3.22950 0.01977 0.18032 -0.23
O 4.50776 0.39582 0.58241 -0.07
O 3.76922 -2.27818 -0.80427 -0.11
H 4.11030 -0.62679 -1.77280 0.12
H 2.37989 -1.01363 -1.56105 0.10
H 2.74520 -0.53900 0.98117 0.12
H 2.53204 0.80816 -0.10266 0.10
H 4.99302 -0.30042 1.03115 0.11
H 2.99765 -2.80411 -0.58135 0.00
C 2.40484 -5.48125 -0.15893 -0.06
C 1.45675 -4.68849 0.79793 -0.35
C 2.05143 -4.46655 2.29995 -0.16
O 2.37677 -5.65630 3.04403 -0.20
C 2.86197 -5.50338 4.40618 -0.10
N 1.20910 -3.38498 0.18066 0.05
H 3.38066 -4.99683 -0.19364 0.07
H 2.07978 -5.47387 -1.19931 0.07
H 2.54193 -6.54508 0.03495 0.07
H 0.57030 -5.30343 0.95335 0.12
H 1.28137 -3.92593 2.85025 0.11
H 2.90735 -3.79177 2.28690 0.11
H 2.12252 -5.21554 5.15349 0.08
H 3.71353 -4.82582 4.46828 0.08
H 3.24189 -6.45052 4.78921 0.08
H 0.71487 -3.45439 -0.69742 0.09
H 0.55189 -2.81754 0.69659 0.06
C -1.21334 3.95357 -3.58047 -0.07
C -0.50187 3.98163 -2.25356 -0.43
C -1.30328 4.09546 -0.92202 -0.15
O -0.42856 4.34459 0.23599 -0.21
C -1.02694 4.74444 1.49336 -0.07
N 0.43683 2.88216 -2.23101 0.06
H -1.94897 3.15296 -3.65758 0.06
H -0.54235 3.90000 -4.43780 0.08
H -1.66031 4.94424 -3.66364 0.07
H 0.10143 4.88937 -2.24161 0.13
H -1.87754 3.19362 -0.70990 0.10
H -2.05445 4.85266 -1.14672 0.11
H -1.80742 5.49281 1.35587 0.08
H -0.26244 5.09517 2.18662 0.08
H -1.51469 3.86576 1.91539 0.05
H 1.10935 2.92120 -1.47849 0.05
H -0.02792 2.00530 -2.04331 0.04
```

Output
Lowest unoccupied orbital energy, eV: 2.62
Orbital gap, eV: 9.0697
Total charge: -1
Electronic energy, eV: -54686.675

***

no.,molar mass (g mol⁻¹)
1,424.62
2,424.62
3,550.62